1.
84
Properties=species:S:1:pos:R:3 method="wB97M-V/def2-TZVPD" relative_energy_kj_mol=0.0 charge=+2 multiplicity=6 homo_lumo_gap_ev="5.3 / 5.9" total_energy_ev=-95652.0055
P -2.113 -1.133 -0.650
C -3.193 -2.415 0.039
C -4.465 -2.078 0.532
H -4.739 -1.031 0.668
C -5.389 -3.083 0.828
H -6.385 -2.805 1.172
C -5.040 -4.429 0.683
H -5.767 -5.209 0.907
C -3.744 -4.767 0.268
H -3.463 -5.815 0.172
C -2.814 -3.769 -0.032
H -1.802 -4.038 -0.345
C -2.830 0.465 -0.226
C -2.746 0.892 1.114
H -2.164 0.312 1.835
C -3.416 2.051 1.518
H -3.329 2.391 2.552
C -4.188 2.765 0.599
H -4.723 3.660 0.917
C -4.280 2.340 -0.729
H -4.880 2.897 -1.447
C -3.595 1.198 -1.150
H -3.670 0.872 -2.190
C -2.279 -1.354 -2.432
C -3.461 -1.902 -2.958
H -4.170 -2.399 -2.295
C -3.740 -1.806 -4.320
H -4.686 -2.194 -4.700
C -2.805 -1.221 -5.182
H -3.034 -1.122 -6.244
C -1.571 -0.788 -4.680
H -0.826 -0.367 -5.357
C -1.292 -0.887 -3.314
H -0.310 -0.616 -2.922
Ir 2.271 -0.856 1.263
C 2.778 1.017 0.775
C 1.828 1.831 0.287
H 3.823 1.348 0.891
C 0.490 1.153 -0.050
O 0.313 1.291 -1.496
H -0.643 1.383 -1.688
C 0.425 -0.316 0.343
H -0.332 1.668 0.478
C -0.500 -1.238 0.020
Cl 4.603 -1.158 1.695
Cl 1.592 -3.036 1.885
P 1.959 -0.359 3.423
C 3.138 -1.197 4.536
H 4.160 -0.878 4.291
H 3.055 -2.277 4.365
H 2.898 -0.960 5.583
C 2.104 1.404 3.849
H 1.454 2.007 3.204
H 3.139 1.736 3.704
H 1.816 1.570 4.894
C 0.316 -0.848 4.022
H 0.249 -1.942 3.980
H -0.461 -0.423 3.376
H 0.175 -0.491 5.051
P 2.304 3.572 -0.039
C 3.842 3.989 0.793
C 1.034 4.692 0.560
H 4.642 3.306 0.482
H 3.714 3.940 1.882
H 4.120 5.015 0.512
H 0.041 4.301 0.308
H 1.176 5.669 0.078
H 1.121 4.815 1.647
C 2.537 3.793 -1.796
H 3.540 3.453 -2.092
H 2.434 4.862 -2.033
H 1.776 3.213 -2.334
H -0.234 -2.280 0.247
C 5.117 -2.789 -1.378
N 4.432 -1.694 -2.027
C 3.277 -1.162 -1.585
N 2.786 -0.109 -2.283
O 2.670 -1.687 -0.594
H 4.991 -2.717 -0.292
H 6.180 -2.723 -1.622
H 4.729 -3.751 -1.732
H 4.857 -1.272 -2.846
H 1.911 0.359 -2.039
H 3.265 0.164 -3.131


2.
61
Properties=species:S:1:pos:R:3 method="wB97M-V/def2-TZVPD" relative_energy_kj_mol=157.1 charge=+3 multiplicity=4 homo_lumo_gap_ev="7.4 / 7.5" total_energy_ev=-132176.9383
Nd 11.207 6.642 10.712
C 12.258 4.335 13.693
C 12.431 5.692 14.329
S 11.147 6.879 13.737
C 11.847 8.537 14.193
C 12.959 9.019 13.278
S 13.415 7.712 12.099
C 14.614 8.641 11.078
C 15.058 7.805 9.923
S 13.930 6.376 9.668
C 14.840 4.948 10.438
C 14.368 4.489 11.780
S 12.551 4.224 11.871
H 11.232 3.938 13.833
H 12.934 3.614 14.181
H 13.422 6.100 14.219
H 12.186 5.606 15.390
H 12.135 8.514 15.258
H 10.971 9.177 14.050
H 13.879 9.234 13.814
H 12.728 9.942 12.727
H 15.403 8.869 11.800
H 14.139 9.596 10.774
H 16.082 7.449 10.015
H 14.957 8.352 9.005
H 15.897 5.198 10.417
H 14.714 4.149 9.683
H 14.605 5.204 12.548
H 14.834 3.529 12.083
Cl 8.122 7.641 11.885
C 7.503 6.017 11.992
Cl 8.884 4.934 11.228
H 6.603 5.948 11.370
H 7.410 5.736 13.037
N 10.088 4.337 5.540
C 11.400 4.755 6.176
C 11.215 5.779 7.271
N 10.847 5.218 8.622
H 10.218 3.764 4.672
H 9.508 5.160 5.270
H 9.499 3.825 6.214
H 12.028 5.160 5.376
H 11.879 3.864 6.578
H 10.494 6.568 7.007
H 12.165 6.294 7.404
H 11.425 4.385 8.752
H 9.837 4.976 8.600
O 10.180 10.643 8.145
Cl 10.548 9.379 8.760
O 10.702 9.488 10.343
O 11.847 8.727 8.368
O 9.494 8.337 8.518
C 5.758 4.569 7.861
S 7.237 5.564 7.595
C 6.574 7.257 7.472
H 5.171 4.943 8.702
H 6.110 3.559 8.095
H 5.155 4.539 6.955
H 6.281 7.431 6.449
H 7.383 7.949 7.785
H 5.741 7.350 8.156


3.
48
Properties=species:S:1:pos:R:3 method="wB97M-V/def2-TZVPD" relative_energy_kj_mol=76.9 charge=+1 multiplicity=2 homo_lumo_gap_ev="8.4 / 7.7" total_energy_ev=-166697.3451
Cu -0.245 -0.368 -0.068
C 0.517 -3.593 1.194
C 0.894 -3.274 -0.186
N 0.478 -2.156 -0.780
C 0.853 -2.146 -2.127
C 1.660 -3.185 -2.532
S 1.918 -4.254 -1.182
C 0.460 -0.968 -2.859
C 0.744 -0.587 -4.156
S 0.006 0.862 -4.484
C -0.678 0.983 -2.894
N -0.301 -0.043 -2.138
C -1.303 2.228 -2.401
H 1.367 -3.463 1.871
H 0.307 -4.601 1.420
H -0.332 -3.002 1.566
H 2.093 -3.283 -3.481
H 1.305 -1.068 -4.905
H -0.610 3.042 -2.275
H -1.644 2.033 -1.442
H -2.111 2.591 -3.065
Br -6.039 0.524 0.154
C -4.495 0.064 0.990
C -4.459 -0.107 2.327
C -3.224 -0.311 2.951
C -2.080 -0.423 2.204
N -2.094 -0.180 0.869
C -3.323 -0.040 0.256
H -5.364 -0.185 2.928
H -3.164 -0.556 4.047
H -1.165 -0.702 2.715
H -3.374 0.030 -0.807
C 3.493 1.671 2.056
Si 2.009 1.542 0.961
C 0.788 2.877 1.489
C 2.456 1.616 -0.838
C 1.258 -0.115 1.305
H 4.221 2.222 1.495
H 3.859 0.747 2.374
H 3.275 2.364 2.890
H 1.024 3.958 1.371
H 0.644 2.744 2.552
H -0.277 2.768 1.057
H 3.238 2.395 -1.035
H 1.656 1.853 -1.571
H 2.910 0.759 -1.126
H 0.972 -0.285 2.323
H 1.875 -0.979 0.987


4.
26
Properties=species:S:1:pos:R:3 method="wB97M-V/def2-TZVPD" relative_energy_kj_mol=181.9 charge=0 multiplicity=1 homo_lumo_gap_ev=9.2 total_energy_ev=-26867.2504
C 2.744 0.988 0.564
C 1.724 -0.168 -1.316
C -1.452 -1.005 0.867
C -2.326 1.323 0.743
C -2.413 -0.143 -1.356
C 2.256 -0.207 0.033
C -1.646 0.239 -0.097
N 3.159 1.155 1.774
N 0.955 -1.122 -1.713
N -0.336 -1.690 0.682
O -2.327 -1.252 1.647
O 1.477 -3.272 -0.030
S 0.206 -2.608 -0.392
H 2.618 1.972 -0.006
H 1.887 0.684 -1.917
H -1.519 1.807 1.369
H -2.964 0.866 1.435
H -2.840 2.076 0.116
H -2.088 0.188 -2.244
H -2.682 -1.156 -1.189
H -3.394 0.393 -1.207
H 1.975 -1.076 0.660
H -0.578 0.439 -0.294
H 3.597 2.018 2.111
H 0.656 -0.867 -2.704
H 3.312 0.417 2.465


5.
28
Properties=species:S:1:pos:R:3 method="wB97M-V/def2-TZVPD" relative_energy_kj_mol=218.0 charge=0 multiplicity=1 homo_lumo_gap_ev=8.3 total_energy_ev=-23385.1366 smiles=NCCNCCCS.O.O
C -0.097 0.229 -2.196
C -0.349 1.710 -1.677
S -2.138 1.933 -1.344
C -0.634 -0.944 -1.302
N 0.361 -1.083 -0.214
C -0.345 -1.762 1.018
C 0.682 -2.659 1.753
N 1.873 -2.076 2.289
H -0.597 0.271 -3.169
H 1.039 0.161 -2.484
H 0.081 1.742 -0.614
H -0.167 2.431 -2.618
H -2.209 1.716 -0.086
H -1.698 -0.818 -1.027
H -0.578 -1.939 -1.781
H 0.844 -0.251 0.042
H -0.772 -0.986 1.685
H -1.219 -2.266 0.582
H 0.941 -3.561 1.064
H 0.080 -3.211 2.556
H 1.772 -1.676 3.229
H 2.251 -1.376 1.650
H 2.275 1.320 1.226
H 3.267 0.413 0.138
O 2.499 1.069 0.290
H 0.008 1.942 1.918
H 0.034 0.551 2.495
O -0.290 1.090 1.784


6.
129
Properties=species:S:1:pos:R:3 method="wB97M-V/def2-TZVPD" relative_energy_kj_mol=5.9 charge=0 multiplicity=1 homo_lumo_gap_ev=5.6 total_energy_ev=-98926.9114
Ba 0.943 -1.268 -0.254
C 4.695 -0.327 2.494
C 3.782 -0.655 3.669
C 3.217 0.637 4.255
C 2.701 -1.650 3.282
C 1.403 -1.548 3.778
C 0.402 -2.428 3.403
C 0.660 -3.481 2.532
C -0.451 -4.387 2.084
C 1.970 -3.624 2.072
C 2.966 -2.717 2.422
H 5.375 0.484 2.756
H 4.118 0.003 1.624
H 5.307 -1.174 2.186
H 4.394 -1.129 4.447
H 2.529 1.116 3.554
H 4.027 1.339 4.460
H 2.685 0.471 5.193
H 1.149 -0.757 4.465
H -0.604 -2.277 3.781
H -0.890 -4.916 2.932
H -0.096 -5.127 1.367
H -1.242 -3.799 1.614
H 2.216 -4.440 1.399
H 3.964 -2.860 2.024
O -2.074 -1.482 1.327
S -1.683 -0.531 0.236
C -1.930 -1.266 -1.454
C -3.373 -1.517 -1.780
C -3.866 -1.336 -3.014
C -3.082 -0.717 -4.049
C -1.900 -0.136 -3.709
C -1.292 -0.230 -2.419
P -0.237 1.089 -1.901
C 0.910 1.360 -3.320
C 1.346 0.276 -4.083
C 2.298 0.439 -5.081
C 2.842 1.691 -5.330
C 2.416 2.778 -4.579
C 1.459 2.616 -3.588
C -1.090 2.730 -1.926
C -0.704 3.699 -1.004
C -1.301 4.952 -0.991
C -2.304 5.248 -1.902
C -2.710 4.282 -2.816
C -2.113 3.031 -2.824
C -2.641 0.960 0.424
C -3.706 1.335 -0.382
C -4.353 2.532 -0.124
C -3.934 3.345 0.918
C -2.863 2.968 1.713
C -2.197 1.770 1.478
P -0.717 1.233 2.433
C 0.064 2.813 2.936
C -0.410 3.657 3.940
C 0.249 4.841 4.235
C 1.394 5.196 3.534
C 1.882 4.362 2.540
C 1.221 3.177 2.249
C -1.470 0.659 3.999
C -2.723 0.051 4.015
C -3.229 -0.482 5.192
C -2.496 -0.413 6.367
C -1.248 0.194 6.362
C -0.738 0.722 5.186
H -3.974 -1.964 -0.994
H -4.876 -1.662 -3.238
H -3.475 -0.636 -5.054
H -1.379 0.456 -4.459
H 0.906 -0.698 -3.904
H 2.603 -0.414 -5.676
H 3.579 1.822 -6.112
H 2.830 3.761 -4.767
H 1.131 3.478 -3.020
H 0.076 3.470 -0.285
H -0.987 5.692 -0.264
H -2.774 6.223 -1.897
H -3.499 4.505 -3.524
H -2.449 2.280 -3.529
H -4.007 0.705 -1.208
H -5.176 2.840 -0.757
H -4.434 4.288 1.104
H -2.527 3.629 2.500
H -1.290 3.378 4.507
H -0.130 5.487 5.016
H 1.909 6.119 3.770
H 2.780 4.627 1.996
H 1.613 2.517 1.480
H -3.297 -0.029 3.102
H -4.203 -0.955 5.187
H -2.894 -0.830 7.284
H -0.669 0.258 7.275
H 0.235 1.200 5.196
C -0.211 -4.815 -1.677
C -0.957 -3.631 -2.320
C -0.064 -3.123 -3.455
C -1.143 -2.578 -1.213
C -2.275 -4.186 -2.878
C -2.616 -4.138 -4.225
C -3.835 -4.631 -4.678
C -4.737 -5.196 -3.794
C -4.403 -5.271 -2.446
C -3.190 -4.776 -2.002
H 0.778 -4.496 -1.323
H -0.069 -5.625 -2.397
H -0.759 -5.212 -0.823
H 0.907 -2.813 -3.047
H -0.508 -2.273 -3.970
H 0.136 -3.911 -4.186
H -1.598 -3.062 -0.341
H -1.945 -3.688 -4.943
H -4.077 -4.568 -5.733
H -5.690 -5.571 -4.145
H -5.096 -5.711 -1.739
H -2.959 -4.819 -0.944
N 3.898 -0.706 -2.059
C 4.558 0.285 -1.315
C 3.947 1.524 -1.119
C 4.569 2.492 -0.345
C 5.802 2.245 0.241
C 6.407 1.012 0.047
C 5.792 0.035 -0.719
H 4.491 -1.442 -2.411
H 3.299 -0.338 -2.790
H 2.991 1.728 -1.588
H 4.084 3.451 -0.211
H 6.288 3.005 0.839
H 7.370 0.805 0.497
H 6.273 -0.926 -0.863


What is the charge in the third record? +1